This record from OMol25 describes a 2-piece molecular cluster, C2H2O3 overall in a non-equilibrium geometry. The level of theory is the ωB97M-V functional and the def2-TZVPD basis.

Output
⟨S²⟩ = 2.004
spin multiplicity = 3
HOMO energy (alpha / beta) = -0.27902 / -0.48216 hartree

Atoms and positions in Å:
C -2.608 -1.566 1.495
C 0.570 -0.084 0.571
O -2.150 -2.389 0.846
O -3.137 -0.810 2.167
O -0.503 0.310 -0.140
H 1.048 0.686 1.082
H -0.839 -0.495 -0.672

Forces on atoms 1 to 3 (eV/Å):
-0.5 -0.2 0.3
-1.1 -0.3 -0.8
1.1 -1.1 -1.3

Atomic partial charges in e from the natural (NBO) method, atoms 1 to 5: number 1, C, carries 1.02; number 2, C, carries 0.10; number 3, O, carries -0.53; number 4, O, carries -0.50; number 5, O, carries -0.71

This record from OMol25 describes one molecule with the formula C2H2O3S in a non-equilibrium geometry. The level of theory is the ωB97M-V functional and the def2-TZVPD basis.

Output
SMILES = O=C(O)C(=O)S
HOMO energy = -0.38014 hartree

Atoms and positions in Å:
O 0.358 -0.112 1.669
C 0.512 -0.662 0.624
O 1.158 -1.821 0.420
C -0.109 -0.048 -0.625
O -0.063 -0.565 -1.706
S -0.891 1.533 -0.182
H 1.547 -2.109 1.256
H -1.329 1.821 -1.405

Forces on atoms 1 to 3 (eV/Å):
0.3 0.0 0.8
0.0 -0.5 0.0
-0.3 0.6 -0.4

Atomic partial charges in e from the natural (NBO) method, atoms 1 to 5: number 1, O, carries -0.54; number 2, C, carries 0.68; number 3, O, carries -0.65; number 4, C, carries 0.33; number 5, O, carries -0.48

This record from OMol25 describes one molecule with the formula C2H2O3S in a non-equilibrium geometry. The level of theory is the ωB97M-V functional and the def2-TZVPD basis.

Output
HOMO energy = -0.37869 hartree

Atoms and positions in Å:
C 0.326 0.781 0.174
C 0.540 -0.563 0.008
O 2.835 -0.207 1.241
O 3.127 -0.198 -1.227
O 1.507 1.449 -0.045
S 2.296 -0.154 -0.078
H -0.416 1.534 0.423
H 0.241 -1.492 0.403

Forces on atoms 1 to 3 (eV/Å):
1.1 0.1 -0.5
1.1 2.3 0.0
0.5 -0.9 -0.2

Atomic partial charges in e from the natural (NBO) method, atoms 1 to 5: number 1, C, carries 0.20; number 2, C, carries -0.58; number 3, O, carries -0.88; number 4, O, carries -0.84; number 5, O, carries -0.64

This record from OMol25 describes a 2-piece molecular cluster, C2H2O3S overall in a non-equilibrium geometry. The level of theory is the ωB97M-V functional and the def2-TZVPD basis.

Output
HOMO energy = -0.36591 hartree

Atoms and positions in Å:
C 0.721 0.674 0.371
C 1.777 0.161 -0.221
O -2.283 -0.194 -1.280
O -0.284 1.060 0.861
O -2.220 -1.446 0.879
S -2.355 -0.221 0.173
H 2.600 -0.054 0.486
H 2.044 0.020 -1.268

Forces on atoms 1 to 3 (eV/Å):
-1.1 0.0 -0.7
0.8 0.1 1.3
0.2 -0.3 1.5

Atomic partial charges in e from the natural (NBO) method, atoms 1 to 5: number 1, C, carries 0.73; number 2, C, carries -0.76; number 3, O, carries -0.85; number 4, O, carries -0.50; number 5, O, carries -0.84

This record from OMol25 describes a 2-piece molecular cluster, C2H2O3S overall in a non-equilibrium geometry. The level of theory is the ωB97M-V functional and the def2-TZVPD basis.

Output
SMILES = O=C=O.O=CS
HOMO energy = -0.38137 hartree

Atoms and positions in Å:
O -1.286 -0.691 -4.012
C -0.275 -0.929 -3.533
O 0.730 -1.176 -3.049
O 1.473 -0.515 0.664
C 0.294 -0.408 0.786
S -0.715 0.679 -0.155
H -0.322 -0.967 1.497
H 0.286 1.208 -0.859

Forces on atoms 1 to 3 (eV/Å):
-1.6 0.4 -0.8
0.0 -0.1 0.1
1.6 -0.3 0.7

Atomic partial charges in e from the natural (NBO) method, atoms 1 to 5: number 1, O, carries -0.51; number 2, C, carries 1.02; number 3, O, carries -0.51; number 4, O, carries -0.51; number 5, C, carries 0.26

This record from OMol25 describes one molecule with the formula C2H2O3S in a non-equilibrium geometry. The level of theory is the ωB97M-V functional and the def2-TZVPD basis.

Output
SMILES = O=C(O)C(=O)S
HOMO energy = -0.38642 hartree

Atoms and positions in Å:
O 0.428 -0.069 -1.683
C 0.219 -0.463 -0.593
O 0.273 -1.758 -0.289
C -0.269 0.341 0.709
O -0.419 -0.339 1.664
S -0.318 2.092 0.440
H 0.134 -1.820 0.640
H -0.049 2.016 -0.889

Forces on atoms 1 to 3 (eV/Å):
0.2 1.3 -1.0
-0.8 -1.2 1.2
0.6 0.2 -1.5

Atomic partial charges in e from the natural (NBO) method, atoms 1 to 5: number 1, O, carries -0.54; number 2, C, carries 0.69; number 3, O, carries -0.65; number 4, C, carries 0.31; number 5, O, carries -0.53

This record from OMol25 describes one molecule with the formula C2H2O4 in a non-equilibrium geometry. The level of theory is the ωB97M-V functional and the def2-TZVPD basis.

Output
SMILES = O=C(O)C(=O)O
HOMO energy = -0.40682 hartree

Atoms and positions in Å:
O 1.280 0.711 1.045
C 0.707 0.277 0.088
O 1.311 -0.353 -0.986
C -0.740 -0.057 -0.166
O -1.287 -0.237 -1.215
O -1.280 -0.239 1.182
H 2.176 0.178 -0.913
H -2.176 -0.556 1.166

Forces on atoms 1 to 3 (eV/Å):
-0.8 0.4 -1.0
0.8 -2.1 -0.7
2.3 3.2 1.2

Atomic partial charges in e from the natural (NBO) method, atoms 1 to 5: number 1, O, carries -0.50; number 2, C, carries 0.66; number 3, O, carries -0.66; number 4, C, carries 0.69; number 5, O, carries -0.48

This record from OMol25 describes a 2-piece molecular cluster, C2H2O4P overall in a non-equilibrium geometry. The level of theory is the ωB97M-V functional and the def2-TZVPD basis.

Output
net charge = -1
HOMO energy (alpha / beta) = -0.15664 / -0.15662 hartree

Atoms and positions in Å:
C -1.885 -0.062 -0.130
C -0.326 -0.508 -0.467
O -2.743 -0.328 -0.930
O -1.844 0.308 1.035
O 0.281 -1.340 0.066
O 1.022 1.095 -1.011
P 2.072 0.848 0.079
H 1.317 0.665 1.140
H 2.106 -0.677 0.219

Forces on atoms 1 to 3 (eV/Å):
-1.3 0.1 1.2
1.4 -0.5 1.1
0.2 0.0 -1.0

Atomic partial charges in e from the natural (NBO) method, atoms 1 to 5: number 1, C, carries 0.75; number 2, C, carries 0.67; number 3, O, carries -0.64; number 4, O, carries -0.63; number 5, O, carries -0.47

This record from OMol25 describes one molecule with the formula C2H2O4S in a non-equilibrium geometry. The level of theory is the ωB97M-V functional and the def2-TZVPD basis.

Output
HOMO energy = -0.40090 hartree

Atoms and positions in Å:
C -0.021 -0.487 0.947
C -1.033 -1.293 0.837
O 1.387 2.333 -0.557
O 1.571 0.292 -1.805
O 0.961 0.150 0.898
O -0.598 0.999 -0.875
S 0.831 1.082 -0.875
H -1.297 -2.160 1.236
H -1.802 -0.916 0.193

Forces on atoms 1 to 3 (eV/Å):
-1.5 -2.7 0.2
0.8 3.9 -1.6
0.6 0.7 1.3

Atomic partial charges in e from the natural (NBO) method, atoms 1 to 5: number 1, C, carries 0.80; number 2, C, carries -0.68; number 3, O, carries -0.85; number 4, O, carries -0.85; number 5, O, carries -0.55

This record from OMol25 describes one molecule with the formula C2H2OS in a non-equilibrium geometry. The level of theory is the ωB97M-V functional and the def2-TZVPD basis.

Output
HOMO energy = -0.31269 hartree

Atoms and positions in Å:
C -2.778 0.233 0.374
C -0.117 -0.491 0.078
O -3.055 1.184 -0.213
S -1.590 -1.151 -0.072
H 0.391 0.307 -0.408
H 0.510 -1.063 0.656

Forces on atoms 1 to 3 (eV/Å):
-1.6 1.8 0.0
-1.0 -0.7 -0.9
0.0 -0.1 0.4

Atomic partial charges in e from the natural (NBO) method, atoms 1 to 5: number 1, C, carries 0.36; number 2, C, carries -0.65; number 3, O, carries -0.46; number 4, S, carries 0.34; number 5, H, carries 0.21

ΔE to the lowest compared entry with this formula, charge and spin across the listed records, respectively: 0.029; 0.411; 3.412; 2.130; 0.000; 0.456; 1.341; 4.154; 2.133; 1.718 eV.
Total energy across the listed records, respectively: -8245.068; -19084.034; -19081.033; -19082.315; -19084.445; -19083.989; -10295.835; -19584.598; -21128.086; -14985.994 eV.